# 1
Molecular formula: C2H6N2OS2
Method: DFT, ωB97M-V/def2-TZVPD

Structure (XYZ):
```
13
Properties=species:S:1:pos:R:3:forces:R:3:mulliken_charge:R:1
C -0.946824 -1.099368 -1.756261 -1.98 -3.48 0.34 -0.6694
C 0.185212 -0.108238 -0.082691 0.54 3.27 2.32 0.8036
H -1.844841 -1.499904 -1.181546 0.94 0.31 -0.60 0.2662
H -1.285434 -0.712689 -2.668436 -0.49 -0.41 -1.79 0.2518
H -0.213132 -1.926426 -1.792250 -0.26 0.58 -0.36 0.3153
H -0.804849 1.798555 0.280969 4.49 -2.16 0.55 0.3101
H 1.312688 2.343652 2.138375 0.98 -0.26 -1.68 0.1243
H 0.777203 0.255808 2.327171 0.02 -1.88 0.32 0.1224
N 0.240726 1.201170 0.500340 -4.59 1.53 -0.98 -0.4704
N 0.604606 -1.168356 0.404283 0.40 -1.85 2.83 -0.5091
O -0.492697 0.017184 -1.172087 0.61 2.12 -0.58 -0.3360
S 1.651960 2.059392 0.764164 -0.82 0.51 2.00 -0.0777
S 0.815382 -1.160779 2.237968 0.14 1.72 -2.36 -0.1310
```
Positions in Å, forces in eV/Å.

For the electronic energy, the calculation gives -1060.813445 hartree. As for the lowest unoccupied orbital energy: 0.36 eV. The SMILES is CO/C(=N/S)NS. For the energy above the lowest of the compared OMol25 structures with the same formula, charge and spin, the calculation gives 2.9654 eV. The HOMO-LUMO gap comes out at 0.33188 Ha. For the largest force on an atom, the calculation gives 0.0975 Eh/bohr.

# 2
Molecular formula: C2H6N2OS2
Method: DFT, ωB97M-V/def2-TZVPD

Structure (XYZ):
```
13
Properties=species:S:1:pos:R:3:forces:R:3:mulliken_charge:R:1
C 0.877406 0.604870 0.315012 -2.30 0.90 -0.77 -1.4573
C 0.188941 0.046708 -0.942552 3.10 -2.02 -1.65 0.5412
N -1.968407 -1.144822 -1.247157 4.05 -1.75 -1.38 -0.8675
N -1.271717 -0.182623 -0.877512 -3.27 2.73 1.21 0.6322
O 0.744552 -1.253218 -1.284738 0.61 1.62 1.04 -0.5028
S -2.024515 1.166368 -0.074903 -0.88 -0.35 0.04 0.0779
S -3.904763 0.575157 0.040076 0.56 0.38 -0.11 -0.4058
H 0.313735 0.238836 1.137893 -0.13 0.22 1.21 0.4233
H 1.777715 0.137362 0.277375 2.71 -1.69 0.08 0.4605
H 1.166096 1.673325 0.323334 -1.08 -0.39 -0.04 0.3441
H 0.657314 0.623465 -1.764624 -1.86 0.44 -0.17 0.1117
H -0.028501 -1.778705 -1.349269 -1.12 -1.65 -0.36 0.3498
H -2.976690 -1.228386 -1.195346 -0.38 1.57 0.90 0.2926
```
Positions in Å, forces in eV/Å.

For the electronic energy, the calculation gives -1060.811364 hartree. As for the lowest unoccupied orbital energy (alpha / beta): -0.91 / -1.15 eV. For the energy above the lowest of the compared OMol25 structures with the same formula, charge and spin, the calculation gives 3.0220 eV. The HOMO-LUMO gap (alpha / beta) comes out at 0.26298 / 0.25171 Ha. For the largest force on an atom, the calculation gives 0.0899 Eh/bohr.

# 3
Molecular formula: C2H6N2S
Method: DFT, ωB97M-V/def2-TZVPD

Structure (XYZ):
```
11
Properties=species:S:1:pos:R:3:forces:R:3:mulliken_charge:R:1
C -0.995143 -0.294608 -1.248533 -0.45 -2.08 -3.08 -0.8567
C 0.325215 -0.252820 -0.422074 -1.86 2.12 3.10 0.3722
H -1.729687 -1.153637 -0.685554 1.76 3.04 -1.37 0.2457
H -1.495875 0.837950 -1.636075 1.49 -3.63 1.68 0.2849
H -0.743370 -0.941617 -2.305059 -0.70 2.07 2.84 0.2784
H -0.513606 1.411084 0.561084 0.20 -0.30 -0.71 0.2629
H 1.887604 0.676902 1.452118 0.18 -0.19 0.91 0.3226
H 0.673260 -0.487703 1.939224 1.29 3.86 -0.20 0.2715
N 0.318888 0.829185 0.473488 -1.66 0.34 -1.11 -0.0448
N 0.908473 0.771378 1.737891 -0.37 -3.74 -0.36 -0.7431
S 1.364241 -1.396114 0.133490 0.12 -1.51 -1.69 -0.3936
```
Positions in Å, forces in eV/Å.

For the electronic energy, the calculation gives -587.362460 hartree. As for the lowest unoccupied orbital energy: 0.24 eV. For the energy above the lowest of the compared OMol25 structures with the same formula, charge and spin, the calculation gives 3.8519 eV. The HOMO-LUMO gap comes out at 0.32690 Ha. For the largest force on an atom, the calculation gives 0.0830 Eh/bohr.

# 4
Molecular formula: C2H6N2S
Method: DFT, ωB97M-V/def2-TZVPD

Structure (XYZ):
```
11
Properties=species:S:1:pos:R:3:forces:R:3:mulliken_charge:R:1
C -0.415083 -0.223833 -0.438414 -1.46 0.16 -4.00 0.7566
C 0.059165 0.421005 0.783604 -0.13 0.50 2.81 -0.9053
H 0.685970 -1.888703 -0.513709 0.04 1.66 -1.46 0.2406
H 0.077724 -1.493513 -2.034225 -0.59 0.56 0.50 0.2775
H -2.051541 0.564571 -0.181284 -0.05 0.36 -1.04 0.2303
H -0.338574 -0.260262 1.539161 0.33 -0.04 0.56 0.3342
H -0.483126 1.386128 1.056016 0.70 -1.23 -0.90 0.3627
H 1.769803 1.859487 0.719086 0.40 1.70 -0.64 0.1158
N 0.423384 -1.078316 -1.169900 1.28 -1.88 2.21 -0.5315
N -1.574507 0.045245 -0.941476 0.38 -0.23 1.85 -0.7367
S 1.846784 0.668192 1.181141 -0.90 -1.56 0.11 -0.1441
```
Positions in Å, forces in eV/Å.

For the electronic energy, the calculation gives -587.469873 hartree. As for the lowest unoccupied orbital energy: 0.70 eV. The SMILES is [H]/N=C(/N)CS. For the energy above the lowest of the compared OMol25 structures with the same formula, charge and spin, the calculation gives 0.9290 eV. The HOMO-LUMO gap comes out at 0.36357 Ha. For the largest force on an atom, the calculation gives 0.0829 Eh/bohr.

# 5
Molecular formula: C2H6N2S2
Method: DFT, ωB97M-V/def2-TZVPD

Structure (XYZ):
```
12
Properties=species:S:1:pos:R:3:forces:R:3:mulliken_charge:R:1
C 2.190663 -0.732497 -0.118885 0.02 -0.97 -0.24 -0.7781
C -0.409450 0.434329 -0.027935 1.16 0.13 -1.03 0.6172
H 2.698604 -1.729608 0.037274 -0.49 1.10 -0.31 0.2959
H 2.459482 -0.283279 -1.079410 0.07 -0.08 0.34 0.2627
H 2.406389 -0.096509 0.713037 0.30 0.50 0.32 0.2750
H -0.275758 2.351834 0.056010 0.34 -0.62 -0.34 0.1986
H -2.231593 1.315835 -0.285267 0.31 0.36 0.17 0.2330
H -2.880044 -1.211621 1.125640 -0.13 0.12 -0.06 0.1370
N 0.294712 1.495985 -0.078152 -0.35 0.36 0.74 -0.6598
N -1.790186 0.436149 -0.090418 -0.46 -0.27 0.23 -0.3634
S 0.446117 -1.156451 -0.084728 -1.26 -0.08 0.03 -0.0594
S -2.908934 -0.824163 -0.167164 0.49 -0.55 0.14 -0.1586
```
Positions in Å, forces in eV/Å.

For the electronic energy, the calculation gives -985.660463 hartree. As for the lowest unoccupied orbital energy: 0.64 eV. The SMILES is [H]/N=C(\NS)SC. For the energy above the lowest of the compared OMol25 structures with the same formula, charge and spin, the calculation gives 0.6269 eV. The HOMO-LUMO gap comes out at 0.34933 Ha. For the largest force on an atom, the calculation gives 0.0303 Eh/bohr.

# 6
Molecular formula: C2H6N3O
Method: DFT, ωB97M-V/def2-TZVPD

Structure (XYZ):
```
12
Properties=species:S:1:pos:R:3:forces:R:3:mulliken_charge:R:1
C 0.812278 -0.542857 -0.623802 -0.49 0.57 -0.59 0.0572
C 1.820205 0.492860 0.939256 2.26 0.81 1.28 -0.1393
N 2.134000 -0.563491 -0.971671 1.02 -1.41 -1.24 0.1131
N 0.620314 0.142022 0.432585 -1.46 -0.74 1.43 -0.1154
N -3.079716 0.000202 -0.493675 0.40 -1.05 -0.81 -0.6044
O 2.768651 -0.006021 -0.103429 1.73 1.78 1.23 0.0341
H 0.200233 -1.035075 -1.331516 -1.36 -0.13 -0.15 0.3893
H 1.996678 1.571179 1.206858 -0.19 -0.36 -1.11 0.3186
H 2.359504 0.111404 1.888561 -1.57 -0.49 -0.90 0.3252
H -3.877505 -0.563039 -0.785626 0.43 0.32 0.32 0.2200
H -3.344010 0.930432 -0.223950 0.18 -0.15 0.51 0.2026
H -2.410635 -0.537620 0.066409 -0.94 0.84 0.03 0.1991
```
Positions in Å, forces in eV/Å.

For the electronic energy, the calculation gives -318.872705 hartree. As for the lowest unoccupied orbital energy: -8.37 eV. For the energy above the lowest of the compared OMol25 structures with the same formula, charge and spin, the calculation gives 6.2489 eV. As for the charge: +1. The HOMO-LUMO gap comes out at 0.15406 Ha. For the largest force on an atom, the calculation gives 0.0539 Eh/bohr.

# 7
Molecular formula: C2H6N3O2
Method: DFT, ωB97M-V/def2-TZVPD

Structure (XYZ):
```
13
Properties=species:S:1:pos:R:3:forces:R:3:mulliken_charge:R:1
C 0.688745 -1.143364 -1.319605 2.47 -2.24 -0.54 -0.6486
C -0.514740 0.813661 1.770035 -2.83 -0.65 1.13 -0.6163
N -0.878040 0.400264 -1.920277 -0.75 0.18 -1.24 -0.6447
N -0.193161 -0.098482 -0.982347 -1.43 0.21 0.35 0.3591
N 0.589821 0.631715 0.918564 3.87 -2.09 1.04 0.0596
O 1.374055 -0.302233 1.357684 -2.06 2.38 -1.16 -0.5021
O -1.778212 1.277685 -1.681789 1.18 -0.70 0.65 -0.5602
H 1.233034 -1.193697 -2.337524 -1.59 0.46 0.75 0.3245
H 1.599686 -0.932190 -0.699506 -0.81 -0.89 0.06 0.2550
H 0.299609 -2.269185 -1.118476 0.68 2.55 -0.20 0.1629
H -1.381491 1.153030 1.139548 0.50 -0.99 0.53 0.2761
H -0.702566 -0.065128 2.547573 0.21 1.62 -1.82 0.2749
H -0.336738 1.727924 2.326119 0.57 0.17 0.46 0.2598
```
Positions in Å, forces in eV/Å.

For the electronic energy, the calculation gives -394.376379 hartree. As for the lowest unoccupied orbital energy (alpha / beta): 4.32 / 4.32 eV. For the energy above the lowest of the compared OMol25 structures with the same formula, charge and spin, the calculation gives 7.7224 eV. As for the charge: -1. The HOMO-LUMO gap (alpha / beta) comes out at 0.26554 / 0.26556 Ha. For the largest force on an atom, the calculation gives 0.0879 Eh/bohr.

# 8
Molecular formula: C2H6N3O2
Method: DFT, ωB97M-V/def2-TZVPD

Structure (XYZ):
```
13
Properties=species:S:1:pos:R:3:forces:R:3:mulliken_charge:R:1
C 0.252916 -0.094362 0.529694 -0.62 1.83 -3.26 0.3099
C 0.294073 -0.261421 -1.222964 0.30 -1.65 2.84 0.5763
N -0.480771 0.744153 1.255959 -0.51 0.08 0.93 -0.3728
N -0.355042 0.648032 -1.866839 0.86 -2.07 0.33 0.0426
N 1.024368 -1.012202 0.889825 1.59 -3.31 0.27 -0.1571
O 0.752606 -1.319215 -1.609633 -0.12 1.00 0.21 -0.6489
O -0.579964 0.407714 -3.187912 -1.41 3.23 -0.63 -0.3554
H -0.698874 1.689735 0.961936 -0.09 -0.45 -0.43 0.2040
H -0.832478 0.579691 2.221638 0.95 -0.22 -0.97 0.2561
H -0.483874 1.456519 -1.309851 -1.03 1.66 -1.27 0.2259
H 1.413692 -1.621725 0.099640 -0.72 0.94 0.91 0.2918
H 1.144104 -1.392275 1.810197 0.03 0.24 0.60 0.2503
H -0.257532 -0.442510 -3.451617 0.78 -1.29 0.47 0.3774
```
Positions in Å, forces in eV/Å.

For the electronic energy, the calculation gives -394.229178 hartree. As for the lowest unoccupied orbital energy: -4.15 eV. The SMILES is NC(=[NH2+])C(=O)NO. For the energy above the lowest of the compared OMol25 structures with the same formula, charge and spin, the calculation gives 1.4219 eV. As for the charge: +1. The HOMO-LUMO gap comes out at 0.37883 Ha. For the largest force on an atom, the calculation gives 0.0738 Eh/bohr.

# 9
Molecular formula: C2H6N3O2
Method: DFT, ωB97M-V/def2-TZVPD

Structure (XYZ):
```
13
Properties=species:S:1:pos:R:3:forces:R:3:mulliken_charge:R:1
C -0.677049 -0.398564 -0.142798 2.42 -0.12 -0.22 0.3479
C -0.731466 1.036292 0.070792 -0.45 0.05 0.56 -0.5093
N 0.593315 1.652849 -0.131211 -0.15 0.38 -0.62 -0.2502
N 1.512746 -0.412353 -0.451688 -2.47 0.56 -0.88 0.1311
N -1.497551 -1.362937 -0.104702 -0.61 -0.01 0.02 -0.2545
O 1.580987 0.772010 0.235181 0.90 -0.66 0.91 -0.1629
O 2.122303 -1.353240 0.181961 0.67 -0.26 0.40 -0.2132
H -1.441416 1.566972 -0.565743 -0.06 -0.02 0.03 0.4044
H -1.000187 1.222314 1.123039 -0.15 -0.08 -0.20 0.2751
H 0.741028 1.959474 -1.091944 0.09 -0.32 0.04 0.3150
H -2.505799 -1.260973 0.052805 0.20 0.00 -0.04 0.2689
H -1.171754 -2.319331 -0.240614 -0.03 0.15 0.00 0.2737
H 2.474844 -1.102511 1.064922 -0.36 0.34 -0.01 0.3740
```
Positions in Å, forces in eV/Å.

For the electronic energy, the calculation gives -394.045240 hartree. As for the lowest unoccupied orbital energy (alpha / beta): -4.99 / -4.98 eV. For the energy above the lowest of the compared OMol25 structures with the same formula, charge and spin, the calculation gives 6.4271 eV. As for the charge: +1. The HOMO-LUMO gap (alpha / beta) comes out at 0.31951 / 0.32005 Ha. For the largest force on an atom, the calculation gives 0.0522 Eh/bohr.

# 10
Molecular formula: C2H6N3O2
Method: DFT, ωB97M-V/def2-TZVPD

Structure (XYZ):
```
13
Properties=species:S:1:pos:R:3:forces:R:3:mulliken_charge:R:1
C -1.374252 0.043269 -0.708635 -1.71 -0.39 0.46 0.5112
C 0.722650 0.936486 -1.117924 0.02 -1.40 1.57 -0.4411
N 0.215809 -0.178388 2.653518 -1.30 -1.69 -1.10 0.3928
N -0.028662 -0.530722 1.464012 0.12 0.50 -1.54 -0.4084
N -2.424404 -0.165956 -0.321551 -3.91 -2.04 3.07 -0.1078
O 0.167041 -0.861094 3.629999 0.33 -1.10 1.76 -0.4870
O -0.597089 0.387914 -1.523248 3.77 0.70 -2.17 -0.1540
H 0.638959 1.901665 -1.393015 0.04 3.26 -1.16 0.3243
H 1.460352 0.414981 -1.675902 0.50 -0.55 -0.22 0.2697
H 0.785243 0.891934 -0.022506 0.23 -0.47 -0.65 0.2547
H -0.213913 -1.544704 1.287301 0.42 0.82 1.45 0.2440
H 0.353155 0.799086 2.831660 0.42 1.28 -0.37 0.2473
H -3.054190 -0.739928 0.294777 1.08 1.10 -1.09 0.3543
```
Positions in Å, forces in eV/Å.

For the electronic energy, the calculation gives -394.105943 hartree. As for the lowest unoccupied orbital energy: -4.25 eV. For the energy above the lowest of the compared OMol25 structures with the same formula, charge and spin, the calculation gives 4.7753 eV. As for the charge: +1. The HOMO-LUMO gap comes out at 0.38147 Ha. For the largest force on an atom, the calculation gives 0.1044 Eh/bohr.